{
  "formula": "C13H28N6O6SV",
  "method": "ωB97M-V with the def2-TZVPD basis set",
  "total_energy_ha": -2633.77162,
  "homo_energy_ev": [-11.24, -11.26],
  "total_charge": 1,
  "s2": 2.11,
  "orbital_gap_ev": [6.3, 5.9],
  "largest_force_ev_per_a": 7.19,
  "multiplicity": 3,
  "elements": ["O", "H", "V", "N", "N", "N", "N", "O", "O", "O", "O", "C", "C", "C", "C", "C", "H", "H", "H", "C", "H", "H", "H", "C", "C", "H", "H", "H", "H", "H", "H", "H", "H", "C", "H", "H", "H", "O", "H", "H", "S", "C", "N", "C", "C", "C", "N", "H", "H", "H", "H", "H", "H", "H", "H"],
  "xyz": [[-0.691, 0.849, -3.995], [-1.596, 0.533, -4.369], [-0.838, 0.567, -1.599], [0.038, 1.793, -0.074], [1.151, 1.136, -2.244], [-1.256, -0.513, 0.079], [-0.315, -1.339, -2.112], [-0.188, 1.911, 1.189], [-1.398, -0.163, 1.333], [0.585, -1.686, -3.020], [1.897, 0.485, -3.070], [1.623, 2.286, -1.700], [1.035, 2.616, -0.457], [-1.396, -1.837, -0.124], [-0.832, -2.320, -1.359], [1.608, 3.693, 0.428], [2.102, 3.311, 1.344], [0.788, 4.355, 0.772], [2.372, 4.331, -0.089], [2.789, 2.930, -2.376], [2.680, 2.816, -3.466], [3.746, 2.487, -2.062], [2.803, 3.991, -2.134], [-1.947, -2.801, 0.889], [-0.745, -3.769, -1.771], [-2.470, -2.263, 1.679], [-1.212, -3.472, 1.374], [-2.675, -3.464, 0.384], [-0.216, -3.809, -2.736], [-1.778, -4.143, -1.881], [-0.218, -4.365, -1.005], [-0.851, 0.752, 1.347], [1.219, -0.839, -3.113], [-2.369, 1.454, -1.738], [-2.047, 2.387, -1.246], [-2.944, 0.605, -1.359], [-2.736, 1.727, -2.932], [-5.178, 2.927, -2.402], [-5.725, 2.279, -1.939], [-5.021, 3.558, -1.684], [1.870, -0.604, -0.015], [1.671, -0.926, 1.682], [1.277, 0.035, 2.516], [0.781, -0.246, 3.870], [1.513, -1.439, 4.452], [1.457, -2.604, 3.501], [1.838, -2.185, 2.155], [0.920, 0.898, 2.050], [-0.303, -0.442, 3.835], [0.929, 0.663, 4.463], [1.060, -1.709, 5.406], [2.552, -1.157, 4.636], [0.449, -3.030, 3.459], [2.147, -3.399, 3.785], [2.047, -2.850, 1.438]],
  "lowdin_spin": [0.0174, 0.0010, 1.0249, 0.2342, 0.0876, 0.0006, -0.0073, 0.2545, 0.0022, 0.0010, 0.3717, 0.0955, -0.0617, 0.0048, 0.0073, -0.0163, -0.0044, -0.0052, -0.0001, 0.0122, 0.0017, 0.0065, 0.0003, 0.0005, 0.0006, 0.0000, 0.0002, 0.0001, 0.0000, 0.0002, 0.0004, -0.0004, -0.0021, -0.0567, -0.0012, -0.0030, 0.0140, -0.0010, 0.0000, 0.0000, 0.0083, 0.0003, 0.0084, 0.0005, 0.0004, -0.0001, -0.0008, 0.0029, 0.0001, 0.0000, 0.0001, 0.0000, 0.0000, 0.0000, 0.0001]
}